Entry 1:
Formula: C30H26BrF3N3O3PPtS2
Source: the OMol25 dataset
Level of theory: ωB97M-V with the def2-TZVPD basis set

Last column: Mulliken charge in e.
CARTESIAN COORDINATES (ANGSTROEM)
Pt -0.73 -0.65 -0.17  2.478
O 0.00 -2.74 1.37  -0.626
S -0.26 -1.96 2.58  1.159
O -0.66 -2.71 3.73  -0.764
O -1.16 -0.81 2.28  -0.734
C 1.31 -1.19 2.97  0.155
C 1.76 -1.35 4.27  -0.604
C 3.01 -0.88 4.64  -0.683
C 3.83 -0.28 3.70  -0.822
C 3.37 -0.11 2.40  -0.468
C 2.10 -0.53 2.02  0.337
P 1.61 -0.22 0.28  -0.110
C 2.88 -1.20 -0.58  0.381
C 2.74 -2.59 -0.56  -0.508
C 3.65 -3.40 -1.20  -0.718
C 4.72 -2.83 -1.89  -0.519
C 4.88 -1.46 -1.91  -0.815
C 3.96 -0.64 -1.26  -0.139
C 2.05 1.52 -0.04  0.551
C 2.20 2.48 0.95  -0.718
C 2.43 3.80 0.61  -0.717
C 2.52 4.18 -0.72  -0.678
C 2.35 3.23 -1.72  -0.748
C 2.10 1.91 -1.38  -0.429
H 1.13 -1.87 4.98  0.574
H 3.36 -1.01 5.66  0.405
H 4.82 0.06 3.97  0.424
H 4.02 0.35 1.67  0.494
H 1.90 -3.03 -0.03  0.544
H 3.53 -4.47 -1.17  0.441
H 5.44 -3.47 -2.40  0.400
H 5.71 -1.01 -2.44  0.439
H 4.10 0.43 -1.29  0.495
H 2.12 2.21 1.99  0.489
H 2.54 4.55 1.39  0.413
H 2.70 5.21 -0.99  0.395
H 2.38 3.51 -2.76  0.432
H 1.93 1.18 -2.17  0.494
C -4.05 0.81 3.42  -1.378
C -4.53 0.36 2.08  1.234
C -5.66 0.79 1.44  -1.114
C -5.93 0.27 0.17  0.961
N -5.14 -0.59 -0.45  -0.542
C -4.02 -0.99 0.18  0.198
S -2.89 -2.06 -0.52  -0.416
N -3.78 -0.55 1.45  0.301
C -7.16 0.71 -0.57  -1.267
H -4.72 1.55 3.84  0.401
H -3.05 1.23 3.32  0.264
H -3.98 -0.04 4.10  0.323
H -6.31 1.52 1.91  0.390
H -2.89 -0.86 1.87  0.028
H -8.05 0.46 0.00  0.334
H -7.20 0.22 -1.54  0.348
H -7.15 1.79 -0.71  0.329
F -0.99 2.16 0.62  -0.220
C -1.36 1.34 -0.41  -0.348
F -2.73 1.53 -0.50  -0.235
F -0.89 1.96 -1.54  -0.199
Br 0.06 0.29 -6.92  -0.152
C -0.20 -0.23 -5.13  0.023
C 0.83 -0.82 -4.42  -0.701
C 0.60 -1.17 -3.11  -0.197
N -0.57 -0.95 -2.50  -0.073
C -1.56 -0.41 -3.20  -0.105
C -1.43 -0.03 -4.52  -0.814
H 1.80 -1.01 -4.88  0.518
H 1.37 -1.64 -2.52  0.691
H -2.50 -0.28 -2.67  0.248
H -2.25 0.42 -5.05  0.470

The spin multiplicity is 3. The highest occupied orbital energy (alpha / beta) is -6.5 / -8.2 eV. The expectation value of S² is 2.006. The net charge is 0.

***

Entry 2:
Formula: C30H26Cl2PW
Source: the OMol25 dataset
Level of theory: ωB97M-V with the def2-TZVPD basis set

Last column: Mulliken charge in e.
CARTESIAN COORDINATES (ANGSTROEM)
C 0.93 1.66 2.93  -0.497
C 0.13 2.08 1.81  -0.184
C -1.20 1.59 2.00  -0.221
H 0.45 2.71 0.99  0.497
C -1.26 0.91 3.26  -0.862
C 0.07 0.89 3.82  -0.462
H 0.37 0.47 4.77  0.498
H 1.95 1.95 3.11  0.605
H -2.03 1.81 1.35  0.586
H -2.16 0.54 3.73  0.471
W 0.17 -0.18 1.99  1.097
Cl -1.15 -2.02 2.16  -0.405
P -0.77 0.00 -1.23  0.976
C -2.54 0.46 -1.32  -0.051
C -3.04 1.41 -2.23  -0.085
H -2.36 1.92 -2.92  0.457
C -4.41 1.70 -2.26  -0.662
H -4.79 2.41 -2.99  0.434
C -5.28 1.04 -1.38  -0.539
H -6.35 1.25 -1.42  0.382
C -4.78 0.12 -0.45  -0.616
H -5.46 -0.38 0.24  0.432
C -3.42 -0.16 -0.41  -0.320
H -3.01 -0.88 0.30  0.291
C 0.14 1.30 -2.14  0.406
C -0.04 2.65 -1.76  -0.508
H -0.81 2.91 -1.03  0.812
C 0.73 3.65 -2.35  -0.904
H 0.57 4.69 -2.07  0.415
C 1.70 3.32 -3.31  -0.578
H 2.28 4.10 -3.79  0.397
C 1.91 1.97 -3.66  -0.610
H 2.66 1.72 -4.41  0.420
C 1.15 0.96 -3.07  -0.650
H 1.30 -0.07 -3.34  0.413
C -0.63 -1.54 -2.21  0.159
C -1.50 -1.80 -3.29  -0.467
H -2.28 -1.08 -3.54  0.388
C -1.34 -2.96 -4.04  -0.605
H -1.99 -3.15 -4.89  0.409
C -0.33 -3.88 -3.70  -0.555
H -0.19 -4.78 -4.30  0.375
C 0.50 -3.65 -2.59  -0.475
H 1.27 -4.37 -2.33  0.424
C 0.34 -2.50 -1.84  0.031
H 0.96 -2.31 -0.96  0.125
Cl 4.54 0.95 2.28  -0.173
C 3.88 -0.36 3.19  0.376
C 4.31 -0.55 4.49  -0.532
C 3.69 -1.51 5.31  -0.425
C 2.66 -2.29 4.79  -0.830
C 2.25 -2.14 3.46  -0.106
C 2.81 -1.14 2.64  0.192
C 2.14 -0.76 1.36  -1.482
H 5.10 0.09 4.89  0.411
H 4.01 -1.62 6.35  0.405
H 2.16 -3.03 5.43  0.392
H 1.40 -2.72 3.10  0.498
H 2.05 -1.56 0.61  0.305
H 2.54 0.16 0.90  0.723

The spin multiplicity is 3. The highest occupied orbital energy (alpha / beta) is -10.7 / -11.2 eV. The expectation value of S² is 2.014. The net charge is +1.

***

Entry 3:
Formula: C30H26F5N7O4STi
Source: the OMol25 dataset
Level of theory: ωB97M-V with the def2-TZVPD basis set

Last column: Mulliken charge in e.
CARTESIAN COORDINATES (ANGSTROEM)
Ti -0.23 -0.95 -0.17  -0.321
C -2.80 1.08 -3.25  -0.839
C -2.14 0.15 -2.50  -0.646
N -1.49 0.48 -1.37  0.760
C -1.54 1.78 -1.00  -0.320
C -2.21 2.72 -1.81  -0.355
N -2.82 2.39 -2.92  -0.658
C -0.96 2.04 0.28  0.353
C -0.86 3.30 0.88  -1.039
C -0.33 3.44 2.14  0.818
C 0.06 2.26 2.81  -0.884
C -0.05 1.05 2.19  0.492
N -0.51 0.91 0.91  0.508
C 0.26 -0.23 2.84  -0.164
C 0.66 -0.35 4.16  -0.362
N 0.85 -1.52 4.75  -0.656
C 0.65 -2.59 4.00  -0.757
C 0.29 -2.50 2.66  -0.492
N 0.08 -1.32 2.08  0.887
C -0.21 4.76 2.79  0.405
C -0.37 4.92 4.16  -0.532
C -0.26 6.18 4.72  -0.395
N 0.00 7.28 4.02  -0.627
C 0.16 7.13 2.71  -0.409
C 0.06 5.92 2.05  -0.521
H -3.33 0.78 -4.15  0.424
H -2.11 -0.89 -2.79  0.694
H -2.23 3.77 -1.53  0.401
H -1.22 4.17 0.34  0.560
H 0.45 2.32 3.82  0.565
H 0.83 0.53 4.77  0.416
H 0.78 -3.57 4.45  0.466
H 0.18 -3.39 2.05  0.512
H -0.61 4.08 4.80  0.444
H -0.39 6.31 5.79  0.364
H 0.37 8.03 2.15  0.366
H 0.23 5.87 0.98  0.464
N -2.29 -1.85 0.13  -0.310
C -2.26 -3.28 -0.27  -0.867
C -0.85 -3.82 -0.07  0.663
O -0.66 -4.99 0.18  -0.711
O 0.08 -2.92 -0.18  0.126
H -2.50 -1.77 1.12  0.278
H -3.03 -1.36 -0.35  0.317
H -2.49 -3.35 -1.33  0.213
H -2.97 -3.89 0.29  0.391
C 2.25 0.97 -0.34  -0.858
O 2.00 -0.40 0.00  0.801
C 3.25 -1.10 0.14  -0.964
C 3.11 -2.59 0.09  -0.309
O 2.78 -3.08 1.38  -0.291
C 2.60 -4.49 1.35  -0.774
H 2.99 1.02 -1.14  0.408
H 2.60 1.52 0.54  0.199
H 1.33 1.41 -0.71  0.210
H 3.71 -0.79 1.08  0.236
H 3.89 -0.79 -0.69  0.521
H 4.08 -3.01 -0.22  0.520
H 2.37 -2.88 -0.65  0.081
H 1.79 -4.78 0.69  0.291
H 2.36 -4.81 2.37  0.201
H 3.53 -4.99 1.04  0.368
F -1.89 -2.22 -7.56  -0.315
C -1.25 -1.97 -6.41  0.680
C -0.48 -0.83 -6.28  0.245
F -0.39 0.02 -7.30  -0.307
C 0.17 -0.57 -5.09  0.112
F 0.88 0.56 -5.01  -0.386
C 0.10 -1.43 -3.99  0.358
S 0.97 -1.09 -2.51  -0.290
C -0.69 -2.57 -4.17  -0.221
F -0.84 -3.43 -3.16  -0.310
C -1.36 -2.85 -5.35  0.086
F -2.11 -3.95 -5.45  -0.319

The spin multiplicity is 3. The highest occupied orbital energy (alpha / beta) is -6.2 / -7.8 eV. Its energy above the lowest of the compared OMol25 structures with the same formula, charge and spin is 0.0203 eV. The expectation value of S² is 2.027. The net charge is 0.

***

Entry 4:
Formula: C30H26N14S3Sc
Source: the OMol25 dataset
Level of theory: ωB97M-V with the def2-TZVPD basis set

Last column: Mulliken charge in e.
CARTESIAN COORDINATES (ANGSTROEM)
Sc -0.32 0.76 -0.18  -0.408
N -1.29 0.78 4.49  -0.431
C -1.28 0.93 3.15  0.698
S -0.78 -0.43 2.20  -0.609
N -1.60 2.11 2.68  -1.613
N -1.54 2.19 1.32  1.292
C -2.02 3.28 0.85  -0.807
C -1.98 3.51 -0.59  0.993
C -2.53 4.65 -1.16  -1.051
C -2.48 4.80 -2.53  -0.478
C -1.88 3.81 -3.29  -1.338
C -1.35 2.71 -2.64  -0.130
N -1.40 2.55 -1.32  0.723
H -1.18 -0.14 4.88  0.218
H -1.68 1.52 5.04  0.260
H -2.42 4.04 1.51  0.362
H -2.99 5.40 -0.52  0.507
H -2.89 5.68 -3.00  0.454
H -1.79 3.89 -4.36  0.479
H -0.85 1.93 -3.21  0.700
C 2.08 3.64 2.51  -0.627
C 1.30 3.10 1.50  -0.279
N 1.31 1.80 1.23  0.868
C 2.15 1.04 1.93  -0.383
C 2.89 1.59 2.97  -0.359
N 2.85 2.88 3.27  -0.604
C 2.29 -0.36 1.48  1.046
C 3.23 -1.23 2.01  -1.155
C 3.31 -2.53 1.53  0.564
C 2.47 -2.89 0.49  -1.267
C 1.58 -1.95 -0.02  0.637
N 1.48 -0.72 0.48  0.643
C 0.74 -2.20 -1.21  0.006
C 0.71 -3.42 -1.90  -0.318
N 0.07 -3.56 -3.05  -0.608
C -0.54 -2.49 -3.53  -0.724
C -0.57 -1.29 -2.83  -0.361
N 0.04 -1.16 -1.66  0.688
C 4.28 -3.49 2.09  0.106
C 3.93 -4.82 2.30  -0.541
C 4.87 -5.68 2.84  -0.397
N 6.10 -5.31 3.17  -0.586
C 6.44 -4.05 2.96  -0.412
C 5.57 -3.10 2.44  -0.518
H 2.06 4.71 2.71  0.419
H 0.65 3.73 0.90  0.451
H 3.53 0.97 3.59  0.454
H 3.88 -0.92 2.81  0.588
H 2.54 -3.87 0.06  0.674
H 1.23 -4.29 -1.52  0.418
H -1.04 -2.58 -4.49  0.433
H -1.11 -0.44 -3.21  0.483
H 2.93 -5.18 2.08  0.482
H 4.61 -6.72 3.02  0.369
H 7.45 -3.77 3.22  0.372
H 5.91 -2.09 2.27  0.482
S 2.26 2.88 -3.64  -0.366
C 1.63 2.05 -2.42  0.732
N 1.12 1.45 -1.54  -0.558
C -5.51 1.51 -3.14  -0.946
C -4.77 0.22 -3.49  -0.488
C -4.00 -0.31 -2.32  0.229
N -3.01 0.31 -1.81  -0.259
N -2.45 -0.32 -0.72  0.170
C -3.05 -1.45 -0.45  0.268
N -2.67 -2.32 0.52  -0.206
S -4.38 -1.79 -1.51  -0.222
H -6.05 1.89 -4.01  0.380
H -4.80 2.27 -2.81  0.154
H -6.23 1.34 -2.34  0.331
H -4.07 0.40 -4.31  0.221
H -5.47 -0.54 -3.85  0.420
H -2.19 -1.89 1.31  -0.016
H -3.31 -3.06 0.75  0.288

The highest occupied orbital energy is -10.5 eV. Its energy above the lowest of the compared OMol25 structures with the same formula, charge and spin is 0.5994 eV. The net charge is +1.

***

| no. | molar mass (g/mol) | E (hartree) |
| --- | --- | --- |
| 1 | 903.6 | -5679.4956 |
| 2 | 672.3 | -2487.3561 |
| 3 | 723.5 | -3590.1331 |
| 4 | 723.8 | -3880.7303 |